# C19H22F3N2OPS

C19H22F3N2OPS in the gas phase (the ωB97M-V functional and the def2-TZVPD basis, OMol25).

Structure (XYZ):
```
49
Properties=species:S:1:pos:R:3:forces:R:3
C -1.18896 2.67305 -4.85488 -0.26 0.28 0.19
C -1.31821 1.64327 -4.26176 0.11 0.08 0.14
C -1.46786 0.39348 -3.54030 -0.10 -0.25 -0.33
C -0.24614 -0.52035 -3.68337 -0.14 0.15 -0.06
C 0.88757 -0.34147 -2.67169 0.11 -0.28 0.14
C 0.45879 -0.24540 -1.22658 0.11 0.08 -0.71
C 0.47611 0.89337 -0.46877 0.16 -0.14 0.47
P 0.99674 2.49983 -1.13153 -0.57 0.70 -0.15
S -0.40559 3.79338 -1.52261 0.01 -0.12 0.06
C 0.06608 0.88434 0.91780 0.19 0.69 -0.51
C 0.13315 2.18002 1.69094 0.10 -0.45 0.53
C 1.46909 2.42088 2.45374 -0.09 -0.15 -0.08
C 2.57913 1.40155 2.23269 0.13 0.46 0.24
C -0.36929 -0.27288 1.48265 0.07 -0.32 0.28
C -0.86082 -0.44020 2.89483 -0.16 -0.13 0.02
O -0.13277 0.34746 3.85240 0.03 0.19 -0.19
C -0.85893 0.83062 4.86493 0.13 -0.24 0.00
F -1.87707 1.60397 4.46183 -0.20 0.19 -0.10
F -0.06671 1.56007 5.63500 0.16 0.14 0.16
F -1.39903 -0.14182 5.61519 -0.10 -0.16 0.13
C -0.41366 -1.45564 0.69620 -0.18 -0.48 0.25
N -0.87082 -2.61107 1.26659 0.04 0.22 0.01
C -0.89955 -3.66919 0.51769 -0.02 0.09 0.14
C -0.47559 -3.66872 -0.82890 0.18 -0.29 -0.36
C -0.53576 -4.93071 -1.63627 -0.47 0.37 0.07
N -0.02727 -2.58568 -1.39612 -0.02 0.30 0.33
C -0.00164 -1.45212 -0.63495 0.02 -0.13 -0.25
H -1.22445 3.67980 -5.17837 0.22 0.13 -0.34
H -2.32042 -0.11633 -3.98627 -0.15 -0.14 0.05
H -1.73908 0.59473 -2.50550 0.08 0.04 0.19
H 0.14784 -0.34669 -4.67992 0.20 -0.10 -0.15
H -0.56961 -1.55327 -3.65493 -0.10 -0.18 0.15
H 1.55840 0.45814 -2.95184 -0.08 0.31 -0.05
H 1.48003 -1.25012 -2.73632 0.19 -0.09 -0.08
H 1.89383 2.96292 -0.16123 0.24 -0.18 -0.04
H 1.81746 2.27222 -2.23934 0.18 -0.23 0.16
H -0.66184 2.15003 2.42395 -0.20 0.17 0.04
H -0.10717 3.01031 1.04228 -0.01 0.19 -0.18
H 1.83705 3.42005 2.23360 0.05 0.14 -0.14
H 1.26458 2.40741 3.51729 -0.13 0.14 0.18
H 3.44220 1.72695 2.80901 0.19 -0.01 0.02
H 2.89581 1.33516 1.19646 -0.02 -0.20 -0.20
H 2.30253 0.42789 2.61925 -0.10 -0.26 -0.16
H -0.75710 -1.47297 3.18653 0.04 -0.23 0.04
H -1.92518 -0.21795 2.92893 -0.12 0.24 0.13
H -1.25854 -4.59140 0.95146 -0.08 -0.11 0.16
H -1.05618 -4.70548 -2.56136 0.10 -0.05 -0.28
H 0.45562 -5.30390 -1.85992 0.16 -0.13 -0.05
H -1.12677 -5.67755 -1.11847 0.11 -0.27 0.11
```
Forces are in eV/Å.

Computed properties:
Calculated total energy: -53363.2002 eV
Lowest unoccupied orbital energy: -0.0262 Eh
Orbital gap: 7.75 eV
HOMO level: -8.5 eV
ΔE to the lowest compared entry with this formula, charge and spin: 0.00 kJ/mol
Net charge: 0